Computed, not measured: C33H48N8O10P2SW as an isolated structure, with ωB97M-V/def2-TZVPD.

Summary:
HOMO level ... -13.4401 eV
Relative energy (zero: lowest compared OMol25 entry of this formula, charge and spin) ... 216.2 kJ/mol
Total charge ... +2

```
103
Properties=species:S:1:pos:R:3:forces:R:3:lowdin_charge:R:1
W -0.189411 0.055132 0.761961 -0.737 1.442 -1.131 1.96
C -3.084432 -6.271511 0.568755 -0.033 0.055 0.058 -0.06
C -3.723843 -4.889474 0.560076 0.090 0.057 0.187 -0.20
N -3.122272 -4.009182 1.577619 0.202 -0.230 -0.417 0.02
C -2.369722 -2.926672 1.338284 -0.283 0.312 -0.334 -0.55
S -1.532425 -2.462071 2.861846 -0.011 -0.327 0.114 1.17
N -2.339686 -2.431056 0.138021 0.132 -0.356 0.184 0.05
N -1.671789 -1.333642 -0.341093 0.416 0.026 0.568 -0.03
C -2.111764 -0.883061 -1.458489 -0.190 0.064 -0.440 -0.22
C -3.116148 -1.567498 -2.323240 0.095 -0.051 -0.082 0.02
C -1.667407 0.465601 -1.754465 0.245 -0.048 0.218 -0.23
C -1.911486 1.068273 -2.916649 -0.043 0.480 -0.621 0.03
C -1.573644 2.469984 -3.100511 -0.149 -0.283 -0.202 -0.02
C -1.124907 3.176955 -2.071858 0.059 0.186 0.125 -0.02
C -0.915203 2.576289 -0.717099 -0.398 -0.165 -0.196 -0.32
N -1.040129 1.119714 -0.683682 0.131 0.179 0.757 -0.10
H -3.518069 -6.887884 -0.220442 0.018 0.048 0.050 0.09
H -3.262769 -6.777265 1.520553 0.022 0.021 -0.057 0.08
H -2.008933 -6.204430 0.412484 0.045 0.001 -0.041 0.07
H -4.785248 -4.964807 0.787522 -0.095 0.047 -0.031 0.13
H -3.620260 -4.399305 -0.402330 0.040 0.015 -0.019 0.09
H -3.163651 -4.329466 2.531347 -0.038 0.040 0.061 0.12
H -3.666598 -2.304857 -1.752460 -0.025 -0.021 0.032 0.08
H -2.596232 -2.087718 -3.135875 -0.024 0.059 0.051 0.11
H -3.807766 -0.850057 -2.758856 0.018 -0.027 0.005 0.10
H -2.356124 0.506625 -3.725777 -0.057 0.082 0.040 0.13
H -1.719995 2.933957 -4.068701 0.057 -0.074 0.045 0.13
H -0.872908 4.225745 -2.178110 -0.012 -0.068 -0.007 0.12
H 0.073079 2.850648 -0.367105 0.258 0.028 0.032 0.10
C 3.550000 0.004235 2.044834 0.120 -0.017 -0.187 -0.07
N 3.603992 0.477020 0.647742 0.605 0.727 0.753 -0.29
C 4.965059 0.816242 0.211197 -0.033 -0.138 -0.056 -0.08
P 2.311634 1.124892 -0.071057 -0.626 -0.064 -0.189 0.42
O 1.409228 0.234860 -0.904350 0.034 -0.492 -0.071 -0.32
O 1.261996 1.466363 1.068555 0.447 -0.926 -0.016 -0.47
P -1.093687 2.420579 2.043113 -1.003 -0.158 -0.684 0.88
O -2.264135 2.110606 2.932189 0.480 0.109 -0.029 -0.28
N -0.347957 3.777964 2.563510 0.704 -0.084 0.416 -0.35
C -0.719147 4.398904 3.850389 0.046 0.088 -0.157 -0.06
C 0.943028 4.239569 2.040393 -0.213 0.084 0.075 -0.10
N -1.851392 3.166640 0.319081 -0.310 -0.236 0.387 -0.29
C -1.837430 4.648449 0.300857 -0.028 0.034 -0.016 -0.03
C -3.251689 2.670704 0.190544 0.036 0.144 -0.163 -0.01
N 2.721694 2.463825 -0.894527 0.470 0.178 -0.477 -0.29
C 3.567152 3.485639 -0.252747 -0.234 -0.020 -0.110 -0.08
C 2.846604 2.410308 -2.368535 -0.163 0.158 0.240 -0.06
H 4.461924 -0.555093 2.241321 0.023 -0.038 0.005 0.10
H 2.717885 -0.667620 2.211563 -0.212 -0.062 -0.023 0.06
H 3.487276 0.830375 2.753314 0.018 0.064 -0.014 0.10
H 5.427296 1.550484 0.874784 -0.035 -0.022 -0.002 0.10
H 4.963100 1.204902 -0.805329 -0.011 -0.041 0.015 0.08
H 5.576629 -0.085892 0.217633 0.033 0.025 0.042 0.09
H -1.648963 3.983915 4.223115 -0.024 -0.046 -0.034 0.08
H -0.845189 5.473065 3.699796 0.017 -0.014 0.010 0.10
H 0.070971 4.239138 4.586106 -0.001 -0.009 -0.009 0.10
H 1.173781 3.765635 1.091587 -0.017 0.052 0.051 0.03
H 1.749465 4.018881 2.744072 -0.017 -0.039 -0.008 0.10
H 0.907029 5.320530 1.893337 -0.026 0.039 0.032 0.10
H -0.825845 5.014765 0.137409 -0.005 -0.020 0.022 0.09
H -2.193098 5.017051 1.259286 -0.041 -0.029 0.007 0.11
H -2.492354 5.020545 -0.486231 0.028 -0.052 -0.042 0.11
H -3.620685 2.860625 -0.819541 0.057 0.027 0.016 0.11
H -3.868334 3.199679 0.911941 0.026 0.025 0.021 0.11
H -3.299856 1.612492 0.416141 0.069 -0.130 0.027 0.08
H 3.535240 3.387037 0.833323 0.001 -0.027 -0.044 0.08
H 3.196001 4.476570 -0.518753 -0.022 -0.014 0.008 0.10
H 4.603811 3.415321 -0.580915 0.025 -0.014 -0.025 0.09
H 2.221533 1.616084 -2.767751 -0.023 -0.029 0.040 0.08
H 3.883543 2.237254 -2.666253 0.015 0.000 0.023 0.09
H 2.523221 3.361645 -2.790854 -0.001 0.017 0.015 0.09
O -3.499467 1.091262 5.681526 -0.106 -0.061 0.172 0.25
C -2.804749 0.463916 4.966316 0.244 -0.133 -0.349 -0.22
C -3.242969 -0.401712 3.726292 0.268 0.358 0.130 -0.26
O -4.330113 -0.797019 3.481881 -0.129 0.058 -0.094 0.22
C -1.961263 -0.691865 2.903501 0.115 -0.138 0.153 -0.67
C -0.807444 -0.093914 3.649784 -1.064 0.394 0.579 -0.29
O 0.156662 0.224791 2.982762 1.116 -0.159 -0.131 -0.03
C -1.229666 0.420004 5.043497 -0.353 -0.299 -0.317 -0.19
O -0.546125 0.674398 5.971280 0.253 0.169 0.172 0.25
O -1.908802 -0.148892 1.641658 -0.018 -0.665 0.382 -0.34
C 2.585748 -2.349953 -5.280532 -0.007 -0.070 0.104 -0.03
C 2.172511 -2.578460 -3.850332 -0.069 -0.044 -0.027 -0.23
C 3.008564 -2.230503 -2.795636 0.034 0.025 -0.064 0.00
C 2.613420 -2.391819 -1.478565 0.162 -0.049 0.196 -0.21
C 3.635930 -2.250626 -0.381192 -0.064 -0.068 -0.090 -0.01
C 1.336514 -2.893875 -1.207586 0.103 0.258 -0.113 -0.09
C 0.557433 -3.445634 -2.241082 -0.100 -0.049 -0.086 -0.18
C -0.633673 -4.339103 -2.000361 -0.033 0.181 0.124 -0.02
C 0.977592 -3.231364 -3.545640 0.078 0.044 -0.160 0.00
C 0.769757 -2.891014 0.150663 0.197 0.112 -0.091 -0.38
O 0.293197 -3.790911 0.736454 -0.215 -0.328 0.439 0.17
O 0.714632 -1.576033 0.829348 -0.217 0.212 0.425 -0.28
H 3.217245 -1.466573 -5.373748 -0.018 -0.018 0.008 0.08
H 1.718225 -2.231279 -5.929077 0.015 0.004 0.021 0.08
H 3.158022 -3.202431 -5.653765 -0.013 0.013 0.022 0.10
H 4.005333 -1.848641 -3.002509 -0.084 -0.016 0.000 0.13
H 4.353571 -1.460377 -0.595967 -0.128 -0.222 -0.047 0.06
H 4.189244 -3.190606 -0.323215 0.002 -0.022 0.016 0.11
H 3.194148 -2.078007 0.600685 0.019 -0.033 -0.123 0.06
H -1.389170 -3.887062 -1.353123 0.076 -0.078 -0.074 0.05
H -0.296950 -5.255639 -1.511722 -0.051 0.018 -0.016 0.10
H -1.095179 -4.612137 -2.948463 0.002 0.027 0.016 0.09
H 0.368230 -3.622074 -4.355145 0.043 0.034 0.029 0.12
```
Forces are in eV/Å.

=====

Computed, not measured: an isolated molecule of C18H26BrN3OS, with ωB97M-V/def2-TZVPD.

Summary:
HOMO level ... -8.5851 eV
Relative energy (zero: lowest compared OMol25 entry of this formula, charge and spin) ... 5.4 kJ/mol
SMILES string ... CCCN1CCC(=NNC(=O)CSc2cc(C)c(Br)cc2C)CC1

```
50
Properties=species:S:1:pos:R:3:forces:R:3:nbo_charge:R:1
C -4.448875 -0.268335 1.347585 -0.074 0.011 -0.229 -0.61
H -4.876989 0.728572 1.407806 -0.031 0.115 0.106 0.21
C -4.758187 -0.904006 -0.000698 0.083 -0.211 0.206 -0.40
C -4.056938 -2.255652 -0.147655 -0.157 0.215 -0.067 -0.20
N -2.618840 -2.107610 -0.074879 0.026 -0.288 0.032 -0.46
C -2.049716 -1.474895 -1.256487 0.004 0.398 -0.141 -0.21
H -1.965160 -0.401770 -1.057429 -0.010 -0.017 -0.195 0.20
C -0.666864 -2.010853 -1.647830 0.045 0.093 -0.058 -0.50
C 0.203947 -2.220387 -0.444260 0.195 0.103 -0.283 0.28
N 1.434864 -1.941337 -0.308233 0.043 -0.289 0.621 -0.26
N 2.175633 -1.382099 -1.291089 -0.648 -0.043 -0.900 -0.45
C 3.484863 -1.033271 -1.125047 0.036 -0.229 0.167 0.67
O 4.108233 -0.554305 -2.045763 0.169 0.125 -0.123 -0.60
C 4.031710 -1.257336 0.258291 0.019 0.228 0.396 -0.62
H 5.085021 -1.524933 0.210152 -0.043 -0.035 -0.116 0.25
H 3.449391 -1.999235 0.799467 0.178 -0.013 -0.079 0.25
S 3.998605 0.324546 1.188651 -0.118 0.002 -0.213 0.24
C 2.320361 0.842899 0.841587 0.512 -0.054 0.206 -0.20
C 2.111667 1.640726 -0.270037 -0.160 0.088 0.059 -0.14
C 0.843570 2.088017 -0.614011 -0.172 -0.008 0.004 -0.08
C -0.199996 1.707515 0.223086 -0.080 0.013 -0.076 -0.05
C -0.003641 0.910332 1.335778 -0.082 0.025 0.052 -0.26
C 1.266936 0.461501 1.669003 -0.035 0.145 -0.080 0.01
C 1.489505 -0.406317 2.864036 -0.026 0.016 0.049 -0.64
H 2.361055 -0.065205 3.418773 -0.009 -0.071 0.078 0.24
H 0.621415 -0.397645 3.517880 -0.084 -0.032 0.056 0.21
H 1.677420 -1.430677 2.543342 0.044 -0.112 0.034 0.23
H -0.847655 0.641279 1.953635 -0.092 -0.017 0.065 0.23
Br -1.971221 2.318400 -0.148871 0.144 -0.049 0.072 0.04
C 0.621001 2.943241 -1.819026 0.004 0.061 -0.046 -0.63
H 1.547418 3.075418 -2.370946 0.056 0.012 -0.044 0.22
H -0.122055 2.493384 -2.477958 -0.013 0.045 -0.056 0.22
H 0.245593 3.923540 -1.524366 -0.033 0.048 -0.066 0.23
H 2.957026 1.913298 -0.884227 0.089 0.014 -0.079 0.23
H 1.783672 -1.201422 -2.214663 0.161 -0.012 0.243 0.38
C -0.482367 -2.867652 0.722236 -0.138 -0.246 0.130 -0.44
H 0.101280 -3.721419 1.070426 0.035 -0.001 -0.006 0.23
C -1.901628 -3.286468 0.353582 0.149 -0.021 0.196 -0.21
H -2.399749 -3.684759 1.240676 0.025 -0.029 -0.094 0.21
H -1.883163 -4.089699 -0.405510 -0.032 -0.011 0.074 0.16
H -0.536055 -2.145666 1.539393 -0.039 0.019 0.070 0.23
H -0.775682 -2.976826 -2.152123 0.038 0.048 -0.042 0.23
H -0.221699 -1.315611 -2.362836 -0.060 -0.061 -0.014 0.22
H -2.719820 -1.596320 -2.122495 0.043 0.012 0.056 0.18
H -4.370432 -2.902048 0.675975 -0.015 -0.027 -0.024 0.19
H -4.372944 -2.735449 -1.092869 0.054 -0.030 0.078 0.16
H -4.437434 -0.233366 -0.798342 -0.044 0.024 -0.134 0.20
H -5.834170 -1.056635 -0.103879 -0.021 0.033 -0.111 0.20
H -4.851511 -0.872104 2.157907 -0.048 -0.051 0.139 0.20
H -3.373037 -0.194872 1.474406 0.113 0.065 0.090 0.21
```
Forces are in eV/Å.

=====

Computed, not measured: C22H40N2O2S3SbScSi as an isolated structure, with ωB97M-V/def2-TZVPD.

Summary:
HOMO level (spin up / spin down) ... -3.3912 / -4.3749 eV
2S+1 ... 2
Relative energy (zero: lowest compared OMol25 entry of this formula, charge and spin) ... 0.0 kJ/mol
Total charge ... -1
<S²> ... 0.761

```
72
Properties=species:S:1:pos:R:3:forces:R:3:lowdin_spin:R:1
Sc 2.457647 0.330934 1.617617 0.216 0.321 0.283 0.06
C 3.052074 -2.761973 -0.842347 0.009 0.002 0.001 0.00
C 2.038577 -2.745530 0.103716 0.009 -0.004 0.022 0.00
C 2.357577 -2.660173 1.457227 -0.023 0.001 0.005 0.00
C 3.685217 -2.566529 1.861954 0.012 0.078 -0.068 0.00
C 4.696211 -2.570861 0.907708 -0.008 -0.006 0.015 0.00
C 4.378933 -2.678280 -0.437359 -0.003 -0.003 -0.018 0.00
H 2.808345 -2.806949 -1.896608 -0.007 0.000 -0.004 0.00
H 1.000443 -2.763327 -0.204992 0.004 -0.012 -0.019 0.00
H 1.577472 -2.646284 2.207706 -0.005 -0.021 0.015 0.00
H 3.917340 -2.423891 2.908728 0.014 -0.050 -0.004 0.00
H 5.725402 -2.446150 1.217538 0.004 -0.006 -0.001 0.00
H 5.167454 -2.653498 -1.179179 0.004 0.000 0.001 0.00
S 1.612063 -0.074819 3.974994 -0.023 0.003 -0.090 0.00
Sb 3.169801 1.792097 4.096584 -0.066 -0.091 -0.002 0.00
S 4.831438 0.511912 2.941050 -0.101 -0.099 -0.057 0.00
S 2.309508 2.763596 2.060634 -0.013 0.044 0.026 0.00
C 3.952722 1.398615 -2.448006 0.015 0.000 -0.029 0.01
C 3.191765 0.853986 -1.275840 -0.082 -0.022 -0.034 0.10
N 3.770888 0.564217 -0.123987 -0.035 -0.045 -0.077 0.25
O 5.140983 0.772058 -0.108064 0.043 0.012 -0.013 0.06
C 1.797470 0.646231 -1.356216 0.000 -0.073 -0.019 0.19
C 1.120710 0.836115 -2.677049 0.001 -0.018 -0.034 0.03
N 1.149042 0.293567 -0.226902 -0.013 -0.036 -0.026 0.21
O -0.146002 -0.227946 -0.517828 -0.052 0.059 0.109 0.02
H 4.961891 1.661558 -2.147882 -0.003 0.001 0.003 0.00
H 3.461156 2.286819 -2.849319 -0.007 -0.003 0.003 0.00
H 4.011581 0.666946 -3.259213 0.015 -0.013 0.009 0.00
H 5.312381 0.853073 0.858104 0.039 0.012 0.042 0.00
H 1.618379 0.264280 -3.464616 0.017 0.008 0.007 0.01
H 1.144054 1.887400 -2.981985 -0.020 0.013 0.008 0.01
H 0.091077 0.513481 -2.627509 0.024 0.016 0.004 0.00
C -2.572471 1.395953 -2.560578 -0.017 0.009 -0.004 0.00
C -2.705043 0.136433 -1.686364 -0.005 0.008 -0.007 0.00
C -4.207037 -0.052966 -1.418970 -0.025 -0.016 0.006 0.00
C -2.231094 -1.044216 -2.553056 -0.004 0.011 -0.021 0.00
Si -1.693533 0.224197 -0.035082 0.067 -0.063 -0.032 0.00
C -1.771258 1.959822 0.758514 0.005 0.000 -0.042 0.00
C -1.292014 1.971848 2.216579 0.033 0.005 0.017 0.00
C -0.865969 2.923088 -0.030484 -0.022 0.028 -0.009 0.00
C -3.204470 2.516885 0.763837 -0.024 0.019 0.023 0.00
C -2.250854 -1.171942 1.164733 0.001 0.032 0.009 0.00
C -2.443745 -2.516211 0.449245 0.003 -0.024 -0.008 0.00
C -3.534533 -0.854931 1.942105 -0.033 -0.008 0.021 0.00
C -1.116627 -1.389358 2.172907 0.020 -0.044 -0.023 0.00
H -3.114404 1.226561 -3.498957 -0.002 0.002 -0.006 0.00
H -1.542346 1.633277 -2.819406 0.014 -0.015 0.005 0.00
H -3.004568 2.280134 -2.094970 -0.014 -0.001 0.015 0.00
H -4.744525 -0.048701 -2.374930 -0.004 -0.002 -0.004 0.00
H -4.627036 0.745638 -0.805345 0.005 0.003 0.000 0.00
H -4.427828 -1.001381 -0.929822 0.005 0.020 -0.001 0.00
H -2.805165 -1.050328 -3.487734 0.002 0.001 -0.008 0.00
H -2.379437 -2.008769 -2.074124 -0.010 -0.013 0.024 0.00
H -1.175056 -0.967051 -2.808335 -0.018 -0.027 0.001 0.00
H -0.287357 1.575917 2.353034 -0.001 -0.024 -0.012 0.00
H -1.969738 1.432209 2.879934 0.017 0.005 -0.005 0.00
H -1.250801 3.011254 2.560791 -0.012 0.006 0.005 0.00
H 0.181590 2.634492 0.045071 0.017 -0.017 -0.005 0.00
H -0.954086 3.926049 0.402033 -0.002 0.004 0.004 0.00
H -1.137225 2.992564 -1.085395 0.012 -0.003 0.033 0.00
H -3.898917 1.872587 1.308639 0.009 0.005 -0.012 0.00
H -3.610401 2.681518 -0.233426 0.008 -0.005 -0.025 0.00
H -3.194764 3.487161 1.273387 -0.003 0.002 -0.001 0.00
H -3.300180 -2.526611 -0.225026 0.011 -0.006 0.007 0.00
H -2.614780 -3.293597 1.203024 0.005 -0.005 0.001 0.00
H -1.555704 -2.801920 -0.119082 0.010 0.003 -0.003 0.00
H -4.399215 -0.706465 1.292966 -0.005 0.004 -0.021 0.00
H -3.428445 0.030635 2.568513 0.001 -0.015 -0.014 0.00
H -3.766546 -1.693843 2.609275 0.001 -0.005 -0.003 0.00
H -0.181890 -1.604629 1.652925 -0.009 0.002 0.017 0.00
H -1.347204 -2.254320 2.806994 -0.004 0.014 0.008 0.00
H -0.938917 -0.541674 2.827886 0.001 0.040 0.015 0.00
```
Forces are in eV/Å.

=====

Computed, not measured: an isolated molecule of C2HN5, with ωB97M-V/def2-TZVPD.

Summary:
HOMO level ... -11.3093 eV
Relative energy (zero: lowest compared OMol25 entry of this formula, charge and spin) ... 151.9 kJ/mol
SMILES string ... N#Cc1nn[nH]n1

```
8
Properties=species:S:1:pos:R:3:forces:R:3:nbo_charge:R:1
C -0.674367 1.885948 -0.621605 -5.791 1.273 -0.648 0.23
C -0.128696 0.396212 -0.428007 1.688 3.057 2.953 0.21
H 1.613229 -1.687529 1.192989 -2.983 1.893 -1.096 0.45
N -1.603904 2.702876 -0.709476 6.777 -5.195 0.563 -0.24
N -0.705891 -0.726353 -0.785270 -0.014 -1.497 2.227 -0.24
N -0.155680 -1.682660 0.071816 -0.799 0.366 -3.223 -0.04
N 0.779829 -1.097502 0.715021 2.643 -0.085 1.433 -0.12
N 0.875481 0.209008 0.564532 -1.520 0.187 -2.210 -0.24
```
Forces are in eV/Å.